29
Properties=species:S:1:pos:R:3 method="wB97M-V/def2-TZVPD" gap_ev=9.08 total_charge=+1 e_lumo_ev=-2.857 e_homo_ev=-11.94 e_tot_ev=-42773.10621
C -2.733 -1.678 2.067
C -1.841 -1.159 0.898
C -0.717 -0.190 1.417
Cl -1.559 1.357 1.851
S 0.575 0.125 0.119
C 1.844 -1.192 0.397
C 2.661 -0.798 1.677
C -0.183 -0.042 -1.541
C 0.285 1.050 -2.575
C 0.835 2.378 -1.953
S 0.352 3.762 -3.113
H -2.198 -1.498 3.021
H -2.955 -2.755 1.997
H -3.659 -1.083 2.137
H -1.419 -1.958 0.258
H -2.480 -0.545 0.238
H -0.254 -0.638 2.313
H 1.385 -2.187 0.514
H 2.502 -1.158 -0.488
H 3.554 -0.227 1.384
H 2.055 -0.179 2.368
H 2.955 -1.694 2.249
H -1.282 -0.063 -1.534
H 0.136 -1.029 -1.936
H 1.009 0.619 -3.289
H -0.609 1.329 -3.161
H 1.936 2.385 -1.965
H 0.402 2.639 -0.977
H -0.596 4.428 -2.370

37
Properties=species:S:1:pos:R:3 method="wB97M-V/def2-TZVPD" gap_ev="8.27 / 7.67" total_charge=+1 e_lumo_ev="-2.722 / -2.868" e_homo_ev="-10.99 / -10.54" e_tot_ev=-33004.27850 spin_multiplicity=2
Ir -0.854 0.083 0.060
N -0.815 2.146 0.053
C 0.458 2.484 0.680
C 1.592 1.525 0.227
N 1.164 0.122 0.064
C 1.367 -0.702 1.243
C 0.590 -0.142 2.459
N -0.834 0.056 2.129
C 1.470 -0.453 -1.233
C 0.586 0.206 -2.325
N -0.839 0.064 -1.998
H -1.605 2.567 0.493
H -0.719 2.471 -0.968
H 0.730 3.513 0.415
H 0.343 2.480 1.765
H 1.983 1.919 -0.720
H 2.439 1.603 0.921
H 1.000 -1.718 1.053
H 2.433 -0.787 1.487
H 0.669 -0.847 3.295
H 1.038 0.790 2.817
H -1.232 -0.952 2.362
H -1.223 0.737 2.614
H 2.532 -0.341 -1.481
H 1.255 -1.529 -1.235
H 0.826 1.268 -2.444
H 0.784 -0.270 -3.292
H -1.387 0.678 -2.468
H -1.059 -0.989 -2.250
O -2.653 0.083 0.060
F -1.234 -1.870 1.346
C -0.854 -2.044 0.060
F 0.445 -1.869 -0.273
C -1.843 -2.462 -0.965
F -1.935 -3.814 -1.062
F -1.525 -2.002 -2.203
F -3.092 -2.004 -0.690

34
Properties=species:S:1:pos:R:3 method="wB97M-V/def2-TZVPD" gap_ev="6.00 / 4.50" total_charge=+3 e_lumo_ev="-12.695 / -14.604" e_homo_ev="-18.70 / -19.10" e_tot_ev=-52166.12045 spin_multiplicity=5
I -0.404 0.639 -4.893
I 0.446 -1.803 -4.158
Pt 0.018 -0.161 0.151
P 2.265 0.382 -0.110
C 3.313 -1.054 0.318
C 2.811 0.915 -1.739
H 3.885 1.150 -1.704
H 3.879 1.858 0.959
H 2.271 1.821 -2.032
H 2.254 2.600 0.893
H 3.128 -1.873 -0.391
H 2.606 0.134 -2.480
C 2.800 1.665 1.078
H 4.375 -0.768 0.261
H 2.613 1.338 2.112
H 3.099 -1.393 1.343
P -2.298 -0.053 -0.058
C -3.046 -1.660 0.395
C -3.041 1.110 1.144
H -2.621 1.351 -1.983
H -4.074 0.389 -1.612
H -2.648 -0.359 -2.422
C -2.977 0.365 -1.670
H -2.684 2.130 0.948
H -4.138 1.096 1.046
H -4.144 -1.581 0.363
H -2.747 -1.951 1.413
H -2.775 0.827 2.174
H -2.727 -2.432 -0.319
C 0.196 -2.015 0.234
O 0.303 -3.080 0.697
O 0.046 -0.024 4.539
C 0.020 0.139 3.341
N -0.005 0.297 2.158

35
Properties=species:S:1:pos:R:3 method="wB97M-V/def2-TZVPD" gap_ev=4.56 total_charge=-1 e_lumo_ev=2.429 e_homo_ev=-2.13 e_tot_ev=-25171.66646
Li 0.410 0.463 -0.514
C 0.874 0.631 2.770
O 1.467 1.240 1.679
H 0.031 -0.048 2.534
H 1.658 0.028 3.291
H 0.592 1.281 3.630
C 0.701 2.399 -2.305
O 1.521 2.143 -1.187
H 0.378 1.404 -2.681
H -0.251 2.900 -2.035
H 1.201 2.990 -3.087
C -1.026 3.379 0.843
O -2.198 2.991 0.142
C -2.318 1.824 -0.404
O -1.423 1.022 -0.392
O -3.525 1.644 -0.940
C -3.663 0.495 -1.761
H -0.391 4.001 0.211
H -0.374 2.584 1.223
H -1.348 4.023 1.662
H -4.711 0.187 -1.742
H -3.021 -0.294 -1.382
H -3.521 0.781 -2.806
C 3.352 -3.186 -0.591
O 2.123 -3.341 0.095
C 1.316 -2.259 0.103
O 1.413 -1.278 -0.560
O 0.303 -2.444 0.942
C -0.117 -3.765 1.314
H 3.714 -2.160 -0.578
H 3.272 -3.657 -1.573
H 4.138 -3.776 -0.112
H 0.114 -4.487 0.532
H -1.178 -3.659 1.507
H 0.486 -4.057 2.175

27
Properties=species:S:1:pos:R:3 method="wB97M-V/def2-TZVPD" gap_ev=10.89 total_charge=+1 e_lumo_ev=-2.900 e_homo_ev=-13.79 e_tot_ev=-10066.99529
C 1.157 -2.139 0.844
C 0.461 -2.008 -0.313
C 2.657 1.347 0.151
C 0.775 0.172 -1.433
C -1.619 -0.634 1.268
C -0.869 1.328 0.362
C -2.339 0.026 -1.000
C 0.059 -0.719 -0.761
N -1.184 -0.050 -0.022
H 1.484 -3.078 1.309
H 1.513 -1.159 1.262
H 0.132 -2.891 -0.875
H 2.243 0.448 -0.399
H 2.559 1.398 1.224
H 2.614 2.265 -0.340
H 0.590 1.148 -1.453
H 1.707 -0.151 -1.990
H 3.787 1.373 -0.306
H -2.142 -1.589 1.119
H -0.817 -0.729 2.096
H -2.440 0.055 1.721
H -0.486 1.935 -0.456
H -1.774 1.964 0.629
H -0.187 1.388 1.188
H -3.295 0.579 -0.617
H -1.929 0.698 -1.740
H -2.658 -0.977 -1.469

30
Properties=species:S:1:pos:R:3 method="wB97M-V/def2-TZVPD" gap_ev="8.36 / 8.36" total_charge=+1 e_lumo_ev="-3.215 / -3.215" e_homo_ev="-11.58 / -11.58" e_tot_ev=-15096.33711
C 0.680 1.254 -2.310
C 1.818 1.180 -1.522
C 1.170 0.884 0.799
C -0.073 -1.334 2.810
C -1.203 -2.188 -0.168
C -0.741 -0.256 1.934
C 0.084 -1.277 -0.176
C -0.143 0.023 0.625
N -0.473 1.818 -2.125
N -1.614 1.748 -2.949
N 2.041 1.158 -0.075
O 1.601 1.098 2.046
H 0.740 0.778 -3.316
H 2.662 0.833 -2.097
H -0.269 -1.026 3.832
H -0.538 -2.317 2.629
H 1.064 -1.357 2.695
H -0.930 -2.845 -0.846
H -2.193 -1.623 -0.368
H -1.366 -2.669 0.739
H -1.003 0.601 2.537
H -1.736 -0.601 1.654
H 0.419 -1.030 -1.166
H 0.789 -2.014 0.278
H -0.810 0.540 0.017
H -1.330 1.045 -3.574
H -1.855 2.646 -3.487
H 2.877 1.573 0.300
H -0.635 2.502 -1.417
H 0.966 0.856 2.700

28
Properties=species:S:1:pos:R:3 method="wB97M-V/def2-TZVPD" gap_ev=10.45 total_charge=+1 e_lumo_ev=-3.099 e_homo_ev=-13.55 e_tot_ev=-12117.17400
C -1.130 0.351 1.256
C -2.455 0.203 1.950
C 1.150 -1.542 -0.717
C -0.476 -1.689 -2.663
C 1.739 -0.398 -2.794
C -0.362 2.069 2.708
C 1.136 1.151 0.917
C 0.824 -1.185 -1.919
N -0.113 0.999 1.716
O -1.126 -0.516 0.366
H -2.870 -0.808 1.923
H -2.392 0.489 2.964
H -3.312 0.816 1.438
H -0.196 -0.847 0.152
H 0.786 -2.292 -0.145
H 2.163 -1.376 -0.454
H -0.943 -0.805 -3.125
H -1.072 -2.232 -1.939
H -0.267 -2.435 -3.525
H 1.323 0.458 -3.311
H 2.584 -0.024 -2.194
H 2.092 -1.047 -3.558
H -1.322 1.875 3.283
H 0.519 2.139 3.295
H -0.540 3.086 2.271
H 2.014 0.920 1.517
H 1.003 0.479 0.105
H 1.245 2.163 0.483